63
Properties=species:S:1:pos:R:3:mulliken_charge:R:1 method="wB97M-V/def2-TZVPD" largest_force_ev_per_a=2.2 energy_ev=-99617.4392 homo_lumo_gap_ev="7.09 / 8.12" homo_ev="-6.87 / -8.36" spin_multiplicity=3 s_squared=2.009
P 0.02233 -1.37322 -5.99466 1.28
P 0.14751 1.72636 -5.87825 0.99
C -0.30945 -0.44389 -7.58295 -1.27
C 0.38246 0.91309 -7.55589 -1.23
H -1.40259 -0.33254 -7.66302 0.40
H 0.05562 -1.07458 -8.40776 0.55
H 1.46759 0.80961 -7.71801 0.40
H -0.02989 1.58974 -8.32070 0.53
C -1.53016 2.40352 -6.25046 -1.51
H -1.79491 3.14569 -5.48807 0.39
H -2.27104 1.59440 -6.21705 0.35
H -1.54914 2.87331 -7.24460 0.46
C 1.21376 3.17182 -6.28877 -1.39
H 0.85748 3.67361 -7.20267 0.42
H 2.24367 2.81546 -6.44490 0.39
H 1.21210 3.87650 -5.44617 0.39
C -1.04005 -2.80519 -6.40793 -1.40
H -0.95745 -3.55743 -5.61287 0.39
H -0.73620 -3.23007 -7.37661 0.41
H -2.08256 -2.45789 -6.46131 0.38
C 1.69726 -1.97933 -6.46518 -1.54
H 2.42366 -1.15689 -6.41692 0.35
H 1.67174 -2.38719 -7.48694 0.45
H 2.01067 -2.76064 -5.76211 0.38
Ni 0.10953 -0.03191 -0.38324 0.17
C 0.62860 1.59853 -1.81408 -0.26
C -0.73214 1.44724 -1.86707 -0.49
C -1.58459 0.72372 -2.86368 0.49
C -1.93704 -0.72288 -2.44545 -1.02
C -0.79487 -1.45732 -1.83624 -0.30
C 0.55846 -1.30704 -2.11116 -0.19
C 1.20015 -0.46154 -3.16014 1.15
C 1.66627 0.91215 -2.64910 -1.18
C 0.19495 -1.68106 0.67271 -1.51
H 1.01288 2.42152 -1.20409 0.63
H -1.32452 2.06873 -1.19129 0.48
H -1.15265 0.73952 -3.87686 -1.23
H -2.54663 1.25941 -2.92038 0.69
H -2.71317 -0.65796 -1.66519 0.43
H -2.38883 -1.26823 -3.29124 0.42
H -1.10131 -2.29321 -1.19765 0.65
H 1.24580 -2.00432 -1.62259 0.37
H 0.51346 -0.31457 -4.01159 -1.95
H 2.07691 -0.99940 -3.54742 0.77
H 2.53802 0.74294 -1.99435 0.46
H 2.01572 1.51668 -3.50352 0.43
H 0.92763 -1.39947 1.44067 0.35
H 0.43764 -2.64075 0.19035 0.50
H -0.82056 -1.71475 1.10901 0.32
Cl -0.03747 3.29921 7.45562 -0.22
C -0.28524 2.76471 5.84390 0.39
C -1.51262 2.19777 5.47438 -0.60
C -1.70858 1.78968 4.15036 -0.25
C -0.68025 1.90088 3.20372 0.09
C 0.54492 2.46092 3.58430 -0.24
C 0.74967 2.89708 4.89753 -0.65
C -0.90338 1.42355 1.78286 0.57
O -2.06725 1.31673 1.35926 -0.69
O 0.19353 1.17118 1.12401 -0.72
H -2.29862 2.08382 6.21291 0.39
H -2.66868 1.38312 3.83747 0.42
H 1.33379 2.55150 2.84208 0.35
H 1.69587 3.33392 5.19949 0.39


176
Properties=species:S:1:pos:R:3:mulliken_charge:R:1 method="wB97M-V/def2-TZVPD" largest_force_ev_per_a=3.7 energy_ev=-190202.1396 homo_lumo_gap_ev=9.12 homo_ev=-9.44 spin_multiplicity=1
C 5.08833 -0.62245 14.97351 -1.63
C 6.54685 -0.84279 15.18070 1.32
C 7.32142 -0.90832 13.89034 0.27
O 8.32901 0.08719 14.08303 0.41
C 8.08526 0.82417 15.14248 0.22
O 8.72512 1.79655 15.56524 -0.55
O 7.04145 0.39084 15.76091 -0.36
H 4.59038 -0.47685 15.93213 0.38
H 4.65737 -1.44639 14.40476 0.41
H 4.93619 0.30338 14.41871 0.42
H 6.83957 -1.72306 15.75301 -0.43
H 6.66642 -0.81860 13.02373 0.29
H 7.84878 -1.85966 13.82009 -0.53
C 12.43463 0.41899 17.93045 -1.35
C 11.38361 0.44479 16.79395 0.82
C 11.99076 0.97427 15.58272 1.31
O 11.64380 -0.06272 14.65083 0.66
C 11.09264 -1.14417 15.25210 -0.54
O 10.92948 -2.18637 14.62755 0.22
O 10.88893 -0.86675 16.54477 0.34
H 12.65762 1.44715 18.21551 0.48
H 13.38371 0.01331 17.58005 -0.04
H 12.03940 -0.18920 18.74408 0.10
H 10.50075 1.04182 17.02247 0.27
H 13.07486 1.08528 15.60495 -1.55
H 11.53631 1.94756 15.39758 -0.39
C 8.01799 -4.91510 13.38033 -0.90
C 8.47522 -5.11049 14.82831 0.33
O 8.92534 -6.15303 15.30310 -0.60
C 8.41129 -3.89780 15.73743 1.52
H 8.29639 -5.80489 12.81564 0.35
H 8.51841 -4.06342 12.91954 -0.15
H 6.97248 -4.63925 13.24284 0.38
H 8.47638 -2.93983 15.22152 -1.24
H 9.24644 -4.00368 16.42982 -0.72
H 7.54206 -3.76718 16.38200 0.78
C 11.06801 -3.67381 11.65655 0.08
C 10.14762 -2.82509 10.77891 0.06
O 9.84289 -3.23506 9.70672 -0.59
C 9.66052 -1.39561 11.29416 -0.36
H 11.24986 -4.65709 11.22273 0.55
H 10.70289 -3.76533 12.67949 -0.24
H 12.01161 -3.12937 11.62049 0.00
H 9.82358 -0.63660 10.52904 0.52
H 10.01625 -1.17277 12.30009 -0.35
H 8.57531 -1.44012 11.38607 0.23
C 10.88867 -5.83311 18.39453 -1.21
C 11.89047 -4.81540 18.97415 0.48
O 13.02779 -5.12069 19.20682 -0.57
C 11.51603 -3.30544 19.02947 0.96
H 11.21715 -6.85828 18.56549 0.42
H 10.64514 -5.65824 17.34657 0.01
H 10.02043 -5.75828 19.04925 0.53
H 10.42637 -3.31521 19.05482 -0.65
H 11.86026 -2.73545 18.16650 -0.37
H 11.83031 -2.84984 19.96849 0.44
C 8.81419 -0.64260 19.82265 0.61
C 8.93531 -1.12884 21.27721 -0.81
C 7.78569 -2.11208 21.68281 -0.75
S 7.44497 -3.00273 20.06766 0.92
O 6.04759 -3.38184 19.99032 -0.73
O 8.47366 -4.00486 19.86940 -0.50
C 7.81456 -1.52008 19.09708 -0.10
H 9.74585 -0.68954 19.25882 -1.00
H 8.49434 0.39939 19.83081 0.61
H 8.93963 -0.23367 21.89911 0.44
H 9.92828 -1.55611 21.41706 0.30
H 6.90654 -1.55204 22.00147 0.33
H 8.02159 -2.88129 22.41818 0.46
H 6.81890 -1.08437 19.01385 0.60
H 8.02687 -1.83346 18.07492 -0.46
C 16.90209 -0.06559 12.25309 -0.86
C 16.36774 -0.74392 13.55661 -0.32
C 14.87764 -0.35272 13.62641 0.61
S 14.30442 -0.18130 11.86417 0.82
O 13.92442 1.24502 11.72624 -0.60
O 13.46951 -1.29999 11.48455 -0.67
C 15.98756 -0.39996 11.10638 -0.81
H 17.87492 -0.45699 11.95558 0.46
H 16.98443 0.97746 12.55864 0.30
H 16.80430 -0.43786 14.50732 0.25
H 16.47831 -1.82810 13.53562 0.24
H 14.82105 0.65264 14.04373 -0.66
H 14.20073 -1.01758 14.16293 0.14
H 16.18527 -0.02190 10.10334 0.47
H 16.06821 -1.47523 10.94702 0.38
C 17.01177 -4.07691 18.81382 -0.23
C 16.51603 -3.42628 20.09499 -1.10
C 15.30907 -2.57484 19.73763 -0.02
S 15.58696 -1.86222 18.00994 1.12
O 15.99118 -0.45942 18.09886 -0.67
O 14.41231 -2.24637 17.20465 -0.13
C 17.05546 -3.03968 17.72084 -0.91
H 16.19168 -4.76209 18.59914 0.00
H 17.87368 -4.74413 18.81008 0.45
H 17.28438 -2.84423 20.60387 0.31
H 16.39281 -4.19654 20.85632 0.51
H 15.29171 -1.74699 20.44648 -0.03
H 14.33966 -3.07209 19.77043 0.00
H 17.90730 -2.38875 17.91772 0.39
H 17.17855 -3.29477 16.66828 0.40
C 15.15125 3.66402 15.72105 0.00
C 16.07086 2.38241 15.92072 0.86
C 17.24031 2.69888 16.92794 -0.98
S 16.62265 4.05771 18.08284 1.01
O 17.45983 5.25580 17.88344 -0.72
O 16.40089 3.58831 19.42060 -0.44
C 14.99187 4.25454 17.13691 -0.33
H 14.17823 3.53723 15.24644 -0.35
H 15.66440 4.35263 15.04980 0.57
H 16.42791 2.13362 14.92136 -0.09
H 15.53534 1.52577 16.32998 -0.56
H 18.10485 3.11889 16.41386 0.43
H 17.61784 1.89581 17.56091 0.47
H 14.67774 5.29119 17.25848 0.58
H 14.34232 3.51524 17.60554 -0.28
C 9.50405 5.91308 17.86856 -0.98
C 9.94931 4.72630 16.96328 -0.45
C 11.46986 4.76321 16.78083 0.19
S 11.71039 6.62171 16.45427 1.19
O 11.30838 6.89330 15.10147 -0.64
O 12.96283 7.15462 16.94416 -0.69
C 10.33606 7.16293 17.57861 -0.68
H 9.72426 5.59034 18.88613 0.35
H 8.43788 6.09949 17.73963 0.41
H 9.63868 4.85805 15.92681 0.27
H 9.60889 3.77705 17.37698 0.26
H 11.93088 4.10809 16.04165 -0.37
H 11.82491 4.58757 17.79630 0.40
H 9.91234 7.97090 16.98216 0.48
H 10.85553 7.38159 18.51158 0.28
C 13.00664 -4.64107 15.20392 2.24
C 13.25102 -6.10593 15.47096 -0.82
C 14.74914 -6.38053 15.32193 -0.84
S 15.32629 -5.22872 14.00131 1.09
O 15.60553 -6.01902 12.79493 -0.74
O 16.31211 -4.35632 14.60726 -0.61
C 13.67919 -4.37591 13.82545 -0.20
H 13.32381 -3.98694 16.01609 -0.72
H 11.93332 -4.45934 15.14874 -0.98
H 12.67958 -6.74349 14.79637 0.42
H 12.94306 -6.40743 16.47214 0.21
H 14.93265 -7.37722 14.92063 0.46
H 15.31001 -6.21903 16.24250 0.32
H 13.14512 -4.98033 13.09227 0.38
H 13.77083 -3.33482 13.51590 -0.13
C 13.93802 2.40038 21.72087 -0.92
C 14.70627 1.42660 20.79959 0.95
C 16.07359 1.03885 21.51796 -0.71
S 16.16705 1.92478 23.08919 1.14
O 17.46334 2.58508 23.17423 -0.67
O 15.67967 1.12118 24.18602 -0.64
C 14.91027 3.23917 22.56884 -0.92
H 13.31943 1.82779 22.41195 0.41
H 13.19427 2.92050 21.11720 0.38
H 14.74871 1.88576 19.81193 -0.71
H 14.08266 0.55090 20.61969 0.16
H 16.90044 1.47568 20.95796 0.37
H 16.19687 -0.01442 21.77002 0.40
H 15.64808 3.89213 22.10260 0.32
H 14.49043 3.69073 23.46769 0.52
C 8.94487 3.86661 12.35609 -0.76
C 9.39418 2.54179 11.68754 -0.30
C 10.81555 2.20861 12.19868 0.54
S 11.69915 3.81022 12.43612 0.94
O 12.46857 4.11703 11.21297 -0.75
O 12.41542 3.72131 13.68483 -0.39
C 10.18717 4.79851 12.59363 -0.36
H 8.47585 3.66728 13.31961 0.10
H 8.14685 4.35773 11.79925 0.54
H 9.29495 2.60919 10.60416 0.54
H 8.68394 1.77470 11.99613 -0.23
H 11.46114 1.56248 11.60385 0.57
H 10.81247 1.83989 13.22441 -1.16
H 10.29501 5.52219 11.78569 0.53
H 10.19972 5.20754 13.60390 -0.15